1.
The following is a quantum chemistry calculation of a molecular structure, C38H37Cl2N2O3PS2Se2Sm at a distorted geometry, from the OMol25 dataset.

The total charge is +1. The value obtained for the largest force on an atom is 4.07 eV/Å. The value obtained for the HOMO energy (alpha / beta) is -9.8 / -9.8 eV. The multiplicity is 6.

The geometry in XYZ format:
```
88
Properties=species:S:1:pos:R:3:forces:R:3:lowdin_charge:R:1
Sm -0.427 -0.300 -0.143 0.1911 0.0836 0.4123 1.23
Cl -5.120 -2.416 -0.091 0.5063 0.3323 0.4799 0.69
C -4.189 -2.070 1.370 -2.0320 -0.7281 0.2767 -0.55
C -4.825 -2.387 2.591 0.5843 -0.1177 1.0328 -0.10
C -4.106 -2.245 3.792 -0.8127 -0.1566 -1.4930 -0.59
Cl -4.867 -2.634 5.315 0.2492 0.1338 -0.3816 0.68
C -2.759 -1.784 3.735 -0.1803 0.5029 0.0692 -0.18
C -1.972 -1.528 4.877 0.9547 0.3144 1.0740 -0.03
C -0.680 -1.063 4.821 0.2225 -0.0264 -1.9696 -0.02
C -0.134 -0.878 3.486 -1.2126 -0.0153 1.5561 -0.13
N -0.860 -1.019 2.402 -0.5064 0.0533 -0.3722 0.04
C -2.186 -1.407 2.495 0.1300 -0.6008 0.5213 -0.14
C -2.952 -1.522 1.283 1.2162 0.3045 -0.0660 -0.41
O -2.436 -1.147 0.156 0.3428 0.1005 -0.3674 -0.29
H -5.866 -2.760 2.537 0.8620 0.2662 0.3445 0.12
H -2.354 -1.648 5.875 -0.5403 -0.2871 0.0763 0.10
H -0.066 -0.820 5.698 -0.4611 -0.2677 -0.4298 0.12
H 0.877 -0.527 3.402 0.3585 0.0167 -0.3745 0.08
Se 0.338 -2.955 -1.027 -0.2158 -0.7550 0.3709 0.33
P 1.472 -1.994 -2.560 -0.2917 -1.3039 -0.7154 0.14
Se 1.401 0.161 -2.431 0.1028 0.0814 -0.5557 0.34
C 0.741 -2.657 -4.144 0.5802 1.4803 -1.3566 -0.37
C 0.067 -3.875 -4.378 1.2122 -0.6199 2.0337 -0.11
C -0.340 -4.258 -5.633 0.8921 1.6352 -0.4775 -0.07
C -0.093 -3.407 -6.732 -0.9089 -0.7221 0.9379 -0.06
C 0.445 -2.159 -6.527 0.8264 -0.4643 1.3399 -0.08
C 0.937 -1.797 -5.257 -0.8051 -0.4231 -0.0236 -0.10
C 3.230 -2.536 -2.548 1.0918 -0.4939 0.6584 -0.38
C 3.739 -3.788 -2.072 -0.6578 0.2265 -0.3589 -0.10
C 5.095 -4.103 -2.106 -0.3365 -0.6244 -0.3085 -0.07
C 6.022 -3.160 -2.594 -1.3389 -0.6231 0.5039 -0.07
C 5.553 -1.927 -2.992 -0.7591 -0.0155 0.0751 -0.06
C 4.176 -1.600 -2.950 1.4056 -2.6330 0.5051 -0.12
H 0.055 -4.641 -3.555 -0.4321 1.0291 -0.7118 0.10
H -0.792 -5.202 -5.731 -0.4634 -1.0187 -0.3834 0.09
H -0.393 -3.752 -7.702 -0.0785 0.0961 -0.4270 0.10
H 0.600 -1.489 -7.327 0.0997 0.5867 -0.8643 0.09
H 1.414 -0.814 -5.183 -0.1568 -0.4588 0.2992 0.07
H 3.077 -4.562 -1.677 -0.1160 0.3491 -0.2123 0.10
H 5.348 -5.170 -1.853 0.1006 1.4456 -0.0821 0.13
H 7.056 -3.410 -2.633 0.6332 -0.0446 -0.1237 0.10
H 6.265 -1.227 -3.372 0.1952 0.5575 -0.1262 0.10
H 3.851 -0.665 -3.206 -0.5625 2.3239 -0.8263 0.01
C 4.336 0.316 0.564 -1.2330 0.6669 0.3841 -0.21
S 3.053 -0.509 1.531 -0.7788 0.6926 -0.7870 0.91
C 3.210 -2.129 0.876 -0.0177 -0.3640 0.3708 -0.27
O 1.717 -0.142 0.885 0.0891 0.5837 0.7579 -0.77
H 4.175 0.148 -0.499 0.1721 -0.2582 0.0045 0.05
H 5.211 -0.100 1.002 1.1235 -0.2866 -0.1239 0.05
H 4.304 1.396 0.779 -0.0904 -0.4311 0.0072 0.07
H 4.237 -2.454 0.897 0.3638 -0.3301 0.1525 0.07
H 2.857 -2.044 -0.148 0.0164 -0.1835 0.1319 -0.02
H 2.540 -2.760 1.484 0.3821 0.0860 -0.4438 0.07
N -0.869 1.817 0.873 0.0232 1.2628 0.6148 -0.44
S -0.310 2.497 2.237 -0.4450 -0.5285 -0.4505 1.06
C 0.663 3.949 1.883 0.0287 0.1545 0.4848 -0.41
C 0.967 4.826 2.938 0.3896 0.7169 -0.5179 -0.08
C 1.860 5.874 2.656 -1.3447 -1.7359 -0.9260 -0.05
C 2.462 5.986 1.386 -1.3166 -1.0822 1.4622 -0.06
C 2.185 5.086 0.366 -0.3793 0.1038 1.1917 -0.04
C 1.236 4.069 0.633 0.6920 0.0537 -1.2193 -0.07
C -1.724 3.171 3.106 -0.5596 -0.1297 0.4104 -0.37
C -2.113 4.518 3.126 -0.5224 -1.6277 0.7609 -0.05
C -3.235 4.786 3.905 1.0188 1.4375 -0.3317 -0.08
C -3.959 3.853 4.546 -1.7945 -1.9626 1.0856 -0.09
C -3.683 2.495 4.440 2.2954 0.3602 -0.8327 -0.02
C -2.463 2.164 3.774 -0.9954 0.0611 -0.5066 -0.05
H -1.547 2.458 0.438 0.2788 -0.3268 -0.0103 0.03
H 0.468 4.813 3.924 0.3873 -0.3264 -0.7314 0.13
H 1.906 6.583 3.431 0.8016 1.0325 0.5777 0.09
H 3.111 6.791 1.291 1.2167 1.2589 -0.6556 0.09
H 2.739 5.246 -0.551 -0.4447 -0.4696 -0.2577 0.11
H 0.964 3.356 -0.165 0.1463 0.3449 0.5677 0.11
H -1.564 5.280 2.632 0.3108 0.5199 -0.3248 0.10
H -3.546 5.766 4.164 0.0657 1.1584 -0.5034 0.11
H -4.829 4.134 5.161 0.5305 0.0595 -0.4298 0.13
H -4.336 1.802 4.924 0.0289 -0.6195 0.0612 0.10
H -2.121 1.129 3.586 -0.3927 0.5390 0.5363 0.08
C -3.698 1.671 -2.997 -0.5685 0.5276 -0.4301 0.00
C -2.765 0.595 -2.516 1.3668 2.7635 2.6507 -0.44
C -2.910 -0.732 -3.019 -1.1309 -0.7277 -3.7396 0.00
O -1.898 0.900 -1.656 -1.2391 -0.4460 -1.5782 -0.14
H -3.787 1.672 -4.089 0.2783 -0.1533 0.0520 0.09
H -3.485 2.731 -2.702 0.0256 -1.2770 0.1910 0.11
H -4.716 1.368 -2.694 0.2605 0.2405 0.2042 0.11
H -3.222 -0.597 -4.121 0.6026 -0.3046 1.3034 0.14
H -3.736 -1.319 -2.668 -0.4791 -0.0774 0.9046 0.09
H -2.029 -1.321 -3.025 0.9481 -0.4960 0.3729 0.07
```
Forces are in eV/Å.

***

2.
The following is a quantum chemistry calculation of a molecular structure, C38H37ClN9O4W, from the OMol25 dataset.

The total charge is +1. The value obtained for the largest force on an atom is 0.69 eV/Å. For the relative energy (zero: lowest compared OMol25 entry of this formula, charge and spin), the calculation gives 0.0 kcal/mol. The value obtained for the HOMO energy is -10.1 eV.

The geometry in XYZ format:
```
90
Properties=species:S:1:pos:R:3:forces:R:3:lowdin_charge:R:1
W 0.131 -0.387 -0.029 -0.1683 0.0767 0.6664 1.83
C 2.490 -0.489 2.233 -0.0026 0.0258 -0.0157 -0.07
N 2.276 -0.124 0.820 -0.0189 -0.0293 -0.0654 -0.12
C 2.926 -0.975 -0.210 0.0781 -0.0281 -0.0807 -0.10
C 1.797 -1.217 -1.230 -0.0612 -0.2664 0.0776 -0.31
N -0.407 0.109 -1.596 -0.0894 -0.0136 -0.5866 -0.11
C -0.806 0.196 -2.923 -0.0223 0.0335 0.2128 -0.24
C -2.030 0.786 -3.244 0.0005 -0.0141 -0.0731 -0.01
C -2.505 0.780 -4.539 0.0083 0.0148 0.0747 -0.06
C -1.752 0.185 -5.542 0.0185 -0.0196 -0.0352 -0.06
C -0.526 -0.379 -5.244 -0.0222 0.0511 0.0022 -0.02
C -0.037 -0.384 -3.940 0.0721 0.0487 -0.1583 -0.19
N 1.191 -1.021 -3.714 -0.2295 -0.2271 0.2138 0.12
C 1.238 -0.311 3.026 0.0236 0.0043 0.0102 -0.29
N 0.034 -0.265 2.519 -0.0316 -0.0562 -0.0692 0.10
C -0.835 -0.346 3.623 -0.0238 0.0331 -0.0443 -0.19
C -2.226 -0.455 3.713 0.0086 0.0665 -0.0480 -0.03
C -2.785 -0.561 4.968 -0.0071 0.0060 0.0126 -0.06
C -2.000 -0.565 6.132 0.0002 0.0022 0.0000 -0.07
C -0.627 -0.484 6.065 -0.0130 0.0037 -0.0134 -0.01
C -0.074 -0.389 4.793 0.0347 -0.0097 0.0451 -0.17
N 1.246 -0.353 4.375 -0.0141 -0.0029 -0.0350 0.19
H 3.305 0.101 2.658 0.0029 -0.0049 0.0013 0.14
H 2.768 -1.543 2.293 -0.0152 -0.0105 0.0087 0.13
H 2.548 0.845 0.703 0.0109 -0.0168 0.0308 0.09
H 3.333 -1.882 0.235 -0.0125 0.0174 0.0416 0.13
H 3.776 -0.440 -0.639 0.0011 0.0009 0.0110 0.12
H -2.622 1.202 -2.450 -0.0507 0.0467 0.1157 0.08
H -3.471 1.215 -4.756 0.0016 -0.0072 -0.0101 0.12
H -2.115 0.160 -6.560 -0.0049 0.0059 0.0049 0.11
H 0.066 -0.833 -6.031 0.0055 0.0033 0.0004 0.12
H 1.572 -1.444 -4.543 0.0311 0.0348 -0.0217 0.14
H -2.860 -0.467 2.839 0.0156 0.0220 -0.0220 0.11
H -3.859 -0.650 5.058 0.0018 -0.0009 -0.0034 0.11
H -2.483 -0.646 7.096 -0.0009 -0.0032 -0.0038 0.11
H -0.011 -0.508 6.954 -0.0004 0.0009 -0.0027 0.12
H 2.061 -0.431 4.959 -0.0047 0.0038 0.0095 0.17
C -3.387 2.499 -0.286 -0.0268 0.0482 -0.1264 -0.10
N -3.263 2.621 1.145 0.0588 0.0306 0.0346 -0.25
C -3.550 3.960 1.613 -0.0378 0.0328 -0.0091 -0.11
C -2.062 1.989 1.659 0.0278 -0.0790 0.1650 -0.19
C -0.720 2.518 1.186 0.1308 0.0746 -0.0176 -0.20
C -0.410 3.838 1.531 -0.0566 0.0099 -0.0001 -0.03
C 0.732 4.479 1.093 0.0287 0.0132 -0.0067 -0.07
C 1.611 3.782 0.284 0.0216 -0.0013 -0.0150 -0.08
C 1.342 2.453 -0.011 -0.0587 0.0658 0.0297 -0.17
C 0.210 1.765 0.449 -0.0242 0.0954 -0.0253 -0.19
H -4.381 2.818 -0.603 0.0051 0.0215 0.0148 0.10
H -3.275 1.452 -0.555 0.0016 -0.1426 -0.0662 0.06
H -2.640 3.097 -0.837 -0.0200 -0.0254 -0.0161 0.09
H -4.586 4.201 1.372 -0.0072 -0.0100 0.0085 0.09
H -2.918 4.737 1.158 -0.0501 -0.0068 -0.0129 0.08
H -3.436 4.009 2.698 0.0021 -0.0058 -0.0014 0.09
H -2.129 0.935 1.397 -0.0305 -0.1042 -0.0170 0.07
H -2.099 2.062 2.748 0.0113 -0.0332 0.0105 0.13
H -1.097 4.374 2.172 0.0565 -0.0211 -0.0031 0.10
H 0.931 5.505 1.374 -0.0022 -0.0034 0.0052 0.11
H 2.507 4.255 -0.100 -0.0042 -0.0004 -0.0065 0.10
H 2.075 1.951 -0.634 -0.0165 0.0171 -0.0558 0.05
C 3.438 -2.828 -3.390 0.0144 0.0218 -0.0136 0.01
C 3.446 -1.370 -3.066 -0.0900 -0.0586 0.0074 -0.11
C 4.638 -0.701 -3.102 0.0145 0.0934 0.0289 -0.05
C 4.668 0.693 -2.980 0.1030 -0.0329 -0.0244 -0.60
Cl 6.157 1.483 -3.095 -0.0296 -0.0002 0.0074 0.86
C 3.498 1.469 -2.828 -0.0530 -0.0466 0.0225 -0.06
C 2.320 0.820 -2.713 -0.0043 0.0339 0.0453 0.06
C 2.172 -0.659 -2.710 0.2024 0.1888 -0.1626 -0.32
O 1.323 -2.516 -1.514 0.3564 -0.0556 -0.0892 -0.12
C 1.719 -3.579 -0.674 -0.0538 0.0295 0.0355 -0.08
C 1.462 -3.243 0.778 -0.0204 0.0143 0.0791 -0.61
O 1.960 -3.895 1.671 -0.0202 -0.0275 -0.0107 0.10
O 0.713 -2.199 0.966 0.0841 -0.0706 -0.1742 -0.21
H 4.008 -3.376 -2.635 -0.0153 -0.0088 0.0003 0.11
H 3.972 -2.980 -4.331 0.0017 0.0084 -0.0032 0.12
H 2.440 -3.242 -3.454 0.0032 -0.0071 0.0072 0.09
H 5.563 -1.226 -3.304 -0.0088 -0.0152 0.0002 0.13
H 3.564 2.548 -2.840 -0.0014 0.0004 0.0003 0.13
H 1.400 1.387 -2.644 -0.0026 -0.0009 -0.0012 0.13
H 2.770 -3.854 -0.796 0.0103 0.0057 -0.0079 0.13
H 1.107 -4.435 -0.959 0.0112 -0.0176 0.0054 0.16
N -1.831 -2.910 1.793 0.0232 -0.0988 -0.0080 0.22
C -2.329 -2.207 0.771 0.0294 -0.0068 -0.2275 -0.44
O -1.620 -1.244 0.227 -0.1070 0.1639 0.2516 -0.22
C -3.602 -2.425 0.262 0.1850 -0.0422 0.0859 -0.19
C -4.410 -3.430 0.851 -0.2455 0.1721 -0.0319 -0.22
N -5.054 -4.222 1.386 0.1315 -0.0922 0.0116 0.16
C -4.047 -1.665 -0.850 -0.0952 -0.0334 -0.0138 -0.20
N -4.402 -1.055 -1.760 0.0669 0.0843 0.0171 0.17
H -2.367 -3.673 2.176 -0.0069 0.0172 0.0112 0.12
H -0.860 -2.799 2.036 -0.0143 0.0137 0.0117 0.09
```
Forces are in eV/Å.